Molecular formula: C4H13NO2
Method: DFT, wB97M-V/def2-TZVPD

- total charge = 0
- structure (SMILES) = C[C@H](N)CCO.O
- total energy (eV) = -9942.784
- spin multiplicity = 1

Positions of all 20 atoms, in Å:
C -0.1740 -1.6920 -0.3886
C -0.3257 -0.1746 0.1636
N -0.0532 0.7916 -0.8447
C 0.5777 -0.1251 1.4527
C 0.6935 1.2871 1.9399
O 1.1941 1.0716 3.3136
H -0.4284 -2.4419 0.3620
H 0.9177 -1.8331 -0.6270
H -0.7790 -1.7352 -1.3400
H -1.3300 0.0795 0.5306
H -0.8814 0.7403 -1.5173
H 0.7448 0.6074 -1.3278
H 0.1263 -0.7511 2.2861
H 1.5423 -0.4543 1.1340
H 1.3135 1.8541 1.2237
H -0.2598 1.7175 2.1757
H 2.1732 1.2167 3.3078
O -1.4114 -0.1148 -3.6937
H -1.5799 -0.6776 -4.4430
H -2.0602 0.6339 -3.7076

Atoms 1-3, force components in eV/Å:
-0.07 1.92 -0.61
0.31 -2.81 1.58
-4.09 1.32 0.19

The natural (NBO) scheme yields these atomic charges, measured in e: -0.6401, -0.0308, -0.8377, -0.4173, -0.0773, -0.7438, 0.2088, 0.1928, 0.2137, 0.1768, 0.3685, 0.3479, 0.2219, 0.1863, 0.1856, 0.1795, 0.4625, -0.9539, 0.4790, 0.4774



Molecular formula: C4H13NO2
Method: DFT, wB97M-V/def2-TZVPD

- total charge = 0
- structure (SMILES) = C/C=C(/C)N.O.O
- total energy (eV) = -9943.167
- spin multiplicity = 1

Positions of all 20 atoms, in Å:
C 1.2607 -1.5788 0.1212
C -0.2430 -1.6425 0.1542
C -1.0381 -0.5769 0.0351
C -2.5074 -0.6791 0.2637
N -0.6308 0.6544 -0.5360
H 1.6880 -1.1392 1.0308
H 1.6811 -1.1391 -0.7842
H 1.6629 -2.6015 0.1672
H -0.7053 -2.6094 0.2556
H -3.0473 -0.8130 -0.6900
H -2.8364 -1.3999 0.9892
H -2.9364 0.2786 0.5739
H 0.2368 0.9877 -0.1280
H -1.2930 1.3878 -0.3199
O 0.6628 0.7765 3.2620
H 0.9748 -0.0089 2.8034
H 1.1959 1.5082 2.9288
O 2.1241 2.9981 -3.7366
H 1.9499 2.1014 -3.4189
H 1.8008 3.4956 -2.9716

Atoms 1-3, force components in eV/Å:
0.14 -1.15 0.00
0.47 0.63 0.17
-0.29 -0.48 -0.60

The natural (NBO) scheme yields these atomic charges, measured in e: -0.6493, -0.2900, 0.1858, -0.6494, -0.8142, 0.1894, 0.2135, 0.2216, 0.2050, 0.2208, 0.2303, 0.2074, 0.3650, 0.3634, -0.9363, 0.4708, 0.4664, -0.9272, 0.4654, 0.4618



One value per record, in order, for energy relative to the best compared isomer or geometry (same formula, charge and spin): 32.6, 23.7 kcal/mol.